## one
# C4H12N4O8

4 unconnected molecules or ions with the total composition C4H12N4O8 (ωB97M-V/def2-TZVPD, the OMol25 dataset).

Values from the calculation:
Molecular weight (g mol⁻¹): 244.16
SMILES: C[N+](=O)[O-].C[N+](=O)[O-].C[N+](=O)[O-].C[N+](=O)[O-]
Gap between HOMO and LUMO (eV): 10.12

Structure (XYZ):
```
28
C4H12N4O8 (ωB97M-V/def2-TZVPD)
C -2.2198 12.9000 14.6231
N -1.8523 14.0994 15.4422
O -1.1236 13.9144 16.3982
O -2.3003 15.1696 15.1048
H -1.2901 12.3793 14.4136
H -2.6806 13.2637 13.7150
H -2.8712 12.2875 15.2353
C -1.9739 13.6237 19.6982
N -1.0327 14.0070 20.7895
O 0.1413 14.0605 20.5008
O -1.4987 14.2552 21.8859
H -1.8733 14.3716 18.9159
H -2.9692 13.5576 20.1141
H -1.6224 12.6752 19.3044
C 3.0841 12.3135 22.8807
N 4.3059 11.4830 23.1306
O 4.4767 11.0840 24.2652
O 5.0573 11.2833 22.1995
H 2.2815 11.8962 23.4781
H 2.8222 12.2274 21.8334
H 3.3626 13.3140 23.1931
C 0.6602 11.3271 18.0875
N 1.6143 11.3058 19.2364
O 2.7744 11.5550 18.9919
O 1.1632 11.0718 20.3353
H -0.2591 10.8422 18.3912
H 1.1677 10.8402 17.2651
H 0.4544 12.3789 17.8923
```

---

## two
# C4H12N4O8

4 unconnected molecules or ions with the total composition C4H12N4O8 (ωB97M-V/def2-TZVPD, the OMol25 dataset).

Values from the calculation:
Molecular weight (g mol⁻¹): 244.16
SMILES: C[N+](=O)[O-].C[N+](=O)[O-].C[N+](=O)[O-].C[N+](=O)[O-]
Gap between HOMO and LUMO (eV): 10.63

Structure (XYZ):
```
28
C4H12N4O8 (ωB97M-V/def2-TZVPD)
C -0.5511 -31.0811 17.9375
N -0.0093 -31.1033 16.5833
O 0.3521 -32.2123 16.1139
O 0.2025 -30.0245 16.0652
H -1.5826 -30.7506 17.8151
H -0.0303 -30.3475 18.5528
H -0.6761 -32.1098 18.2758
C -1.2697 -29.4875 9.7798
N -1.5747 -29.8083 8.3724
O -1.9585 -28.9666 7.5694
O -1.5022 -30.9835 8.1019
H -1.6359 -28.4782 9.9674
H -0.1809 -29.4596 9.7359
H -1.8584 -30.2552 10.2820
C 0.3270 -19.3780 11.1598
N 0.6847 -20.7166 11.8259
O 0.8805 -20.7358 13.0309
O 0.5387 -21.6861 11.0425
H 0.5277 -19.5133 10.0970
H 0.9592 -18.6718 11.6981
H -0.7445 -19.2747 11.3306
C 6.3148 -30.2685 12.5552
N 5.7169 -30.2040 11.1834
O 5.5542 -29.1334 10.6502
O 5.4232 -31.2531 10.7045
H 5.6755 -30.5624 13.3877
H 6.7698 -29.2857 12.6785
H 7.1016 -31.0153 12.4480
```

---

It comes down to one, which is 0.0388 hartree more stable than the next structure.